# 1
C8H11NO | ωB97M-V/def2-TZVPD

Last column: Mulliken charge in e.
CARTESIAN COORDINATES (ANGSTROEM)
1 C 0.50 0.04 -0.21  0.101
2 C 1.55 0.65 0.37  -0.065
3 C 1.11 -0.64 -1.27  0.269
4 C 0.72 1.19 1.45  -0.543
5 C -0.47 0.45 0.85  1.587
6 C 0.67 -1.58 -2.29  -1.178
7 C -1.54 1.35 0.17  -1.457
8 C -1.12 -0.73 1.55  -1.595
9 N 2.40 -0.38 -1.24  -0.495
10 O 2.69 0.55 -0.32  -0.243
11 H 1.10 0.61 2.30  0.232
12 H 0.53 2.28 1.64  0.269
13 H -0.44 -1.28 -2.32  0.246
14 H 1.14 -1.30 -3.20  0.381
15 H 0.68 -2.59 -2.00  0.285
16 H -2.06 2.17 0.66  0.340
17 H -2.33 0.71 -0.34  0.305
18 H -1.07 1.73 -0.74  0.442
19 H -1.87 -0.50 2.35  0.353
20 H -0.41 -1.46 1.84  0.465
21 H -1.75 -1.28 0.77  0.300

Calculated values
molecular weight = 137.18 g mol⁻¹
spin multiplicity = 1
ΔE to the lowest compared entry with this formula, charge and spin = 4.700 eV
HOMO-LUMO gap = 9.86 eV
HOMO energy = -9.0828 eV

=====

# 2
C8H11NO2 | ωB97M-V/def2-TZVPD

Last column: Mulliken charge in e.
CARTESIAN COORDINATES (ANGSTROEM)
1 C 1.74 -1.27 -0.41  -0.439
2 C 0.81 -0.92 0.59  0.287
3 C -1.36 -0.52 -0.07  0.563
4 C 0.58 0.67 0.69  0.324
5 C 1.19 1.63 -0.31  -0.260
6 C 1.88 2.86 -0.25  -0.850
7 C -2.81 -0.89 -0.53  -0.501
8 C -3.89 0.11 0.04  -0.507
9 H 1.90 -3.37 -0.03  0.304
10 H 2.56 -0.37 -0.33  0.241
11 H 1.24 -1.46 -1.55  0.213
12 H 0.93 -1.16 1.85  0.258
13 H 0.95 1.06 1.68  0.338
14 H 0.95 1.27 -1.41  0.113
15 H 1.94 3.49 -1.14  0.285
16 H 1.98 3.42 0.75  0.218
17 H -2.83 -1.93 -0.78  0.382
18 H -4.89 -0.44 0.23  0.226
19 H -4.09 1.14 0.65  0.274
20 N -0.46 -1.55 0.07  -0.549
21 O 2.51 -2.63 0.03  -0.542
22 O -0.82 0.88 0.24  -0.379

Calculated values
molecular weight = 153.18 g mol⁻¹
spin multiplicity = 1
ΔE to the lowest compared entry with this formula, charge and spin = 9.316 eV
SMILES = C=CC1=N[C@@H](CO)[C@@H](C=C)O1
HOMO-LUMO gap = 8.68 eV
HOMO energy = -9.1339 eV

=====

# 3
C8H11NO2S3 | ωB97M-V/def2-TZVPD

Last column: Mulliken charge in e.
CARTESIAN COORDINATES (ANGSTROEM)
1 C -5.84 1.37 0.55  0.127
2 C 1.79 -0.73 0.35  0.929
3 C -1.60 -1.23 -0.79  -0.310
4 C 3.66 1.22 -1.17  -1.119
5 C -5.34 0.55 -0.50  -0.294
6 C 3.13 1.22 0.22  -0.171
7 C -4.15 -0.27 -0.01  -0.635
8 C 1.48 -1.92 0.97  -0.832
9 N -6.29 2.01 1.37  -0.377
10 O 0.88 -0.15 -0.47  -0.417
11 O 2.94 -0.14 0.74  -0.386
12 S -1.62 -1.92 0.68  -0.024
13 S 0.21 -3.05 0.40  -0.123
14 S -2.84 -0.22 -1.23  0.003
15 H 2.88 0.91 -2.03  0.206
16 H 4.09 2.06 -1.47  0.484
17 H 4.46 0.44 -1.15  0.270
18 H -6.17 -0.14 -0.94  0.269
19 H -5.03 1.25 -1.37  0.237
20 H 2.12 1.81 0.10  0.203
21 H 3.69 1.64 1.01  0.408
22 H -4.45 -1.37 0.17  0.379
23 H -3.77 0.31 0.80  0.404
24 H 2.13 -2.45 1.66  0.368
25 H 0.13 -0.68 -0.78  0.400

Calculated values
molecular weight = 249.38 g mol⁻¹
spin multiplicity = 1
ΔE to the lowest compared entry with this formula, charge and spin = 2.116 eV
HOMO-LUMO gap = 7.84 eV
HOMO energy = -8.1393 eV

=====

# 4
C8H11NO4 | ωB97M-V/def2-TZVPD

Last column: Mulliken charge in e.
CARTESIAN COORDINATES (ANGSTROEM)
1 C -0.25 1.49 -0.72  0.175
2 C 1.32 -1.36 -0.37  0.566
3 C -1.10 0.55 0.13  0.645
4 C 1.74 -0.12 -0.56  0.128
5 C -1.30 -0.82 -0.44  0.228
6 C -2.53 1.13 0.42  -1.603
7 C -1.93 -1.91 0.47  -1.124
8 C 3.22 0.14 -0.01  -0.779
9 N 1.06 1.09 -0.82  -0.065
10 O -0.55 2.53 -1.28  -0.693
11 O 1.24 -2.51 -0.31  -0.381
12 O -0.98 -1.11 -1.56  -0.536
13 O 3.18 0.50 1.34  -0.521
14 H -0.51 0.30 0.98  0.517
15 H -2.81 0.82 1.40  0.357
16 H -3.15 0.70 -0.34  0.379
17 H -2.48 2.16 0.24  0.503
18 H -2.89 -1.68 0.95  0.369
19 H -1.10 -2.30 1.08  0.262
20 H -2.22 -2.89 -0.17  0.314
21 H 3.83 0.91 -0.50  0.338
22 H 3.86 -0.75 0.01  0.362
23 H 1.54 1.72 -1.39  0.232
24 H 2.81 1.42 1.44  0.325

Calculated values
molecular weight = 185.18 g mol⁻¹
spin multiplicity = 1
ΔE to the lowest compared entry with this formula, charge and spin = 1.990 eV
SMILES = CC(=O)[C@H](C)C(=O)NC(=C=O)CO
HOMO-LUMO gap = 8.97 eV
HOMO energy = -8.4594 eV

=====

# 5
C8H11NOP | ωB97M-V/def2-TZVPD

Last column: Mulliken charge in e.
CARTESIAN COORDINATES (ANGSTROEM)
1 C -1.79 -1.25 2.03  -0.603
2 C -2.00 -1.98 0.86  -0.241
3 C -0.81 -0.28 2.03  -0.455
4 C -1.25 -1.77 -0.30  -0.992
5 C -0.10 0.01 0.90  0.851
6 C -0.29 -0.75 -0.21  0.399
7 C 0.81 1.20 1.05  -0.726
8 C 1.03 0.47 -1.72  -0.718
9 N 0.01 1.03 -2.58  -0.162
10 O 3.11 0.51 -0.11  -0.475
11 P 1.89 1.53 -0.46  0.059
12 H -2.25 -1.46 3.01  0.361
13 H -2.76 -2.87 0.78  0.270
14 H -0.68 0.25 3.02  0.329
15 H -1.51 -2.22 -1.25  0.404
16 H -0.01 1.89 1.25  0.434
17 H 1.67 1.19 1.78  0.326
18 H 1.72 -0.24 -2.17  0.437
19 H 0.29 2.06 -2.91  0.414
20 H -0.70 1.32 -1.88  0.443
21 H -0.32 0.39 -3.18  0.296
22 H 3.96 0.97 0.06  0.351

Calculated values
molecular weight = 168.16 g mol⁻¹
spin multiplicity = 1
ΔE to the lowest compared entry with this formula, charge and spin = 4.259 eV
total charge = +1
HOMO-LUMO gap = 8.71 eV
HOMO energy = -12.5580 eV

=====

# 6
C8H11O2S | ωB97M-V/def2-TZVPD

Last column: Mulliken charge in e.
CARTESIAN COORDINATES (ANGSTROEM)
1 C -0.22 0.03 1.65  0.266
2 C 0.47 -0.61 0.73  0.253
3 C -1.49 0.58 1.29  0.605
4 C -0.40 -0.42 -1.03  0.639
5 C 0.17 -0.12 3.10  -1.307
6 C -0.49 -1.83 -1.69  -1.466
7 C 0.80 1.75 -1.29  -1.082
8 C 0.53 0.39 -1.85  -0.425
9 O 1.46 -1.34 0.74  -0.747
10 O -2.34 1.14 1.96  -0.712
11 S -1.93 0.33 -0.47  -0.289
12 H -0.49 0.64 3.52  0.397
13 H 1.24 0.32 3.30  0.213
14 H -0.01 -1.05 3.66  0.251
15 H -0.28 -1.79 -2.74  0.364
16 H -1.41 -2.35 -1.67  0.347
17 H 0.24 -2.41 -1.08  0.287
18 H -0.03 2.08 -0.57  0.250
19 H 0.77 2.52 -2.04  0.351
20 H 1.68 1.92 -0.58  0.241
21 H 1.49 -0.22 -1.95  0.249
22 H 0.25 0.43 -2.97  0.316

Calculated values
molecular weight = 171.24 g mol⁻¹
spin multiplicity = 1
ΔE to the lowest compared entry with this formula, charge and spin = 0.174 eV
total charge = -1
HOMO-LUMO gap = 7.51 eV
HOMO energy = -4.0145 eV

=====

# 7
C8H11P | ωB97M-V/def2-TZVPD

Last column: Mulliken charge in e.
CARTESIAN COORDINATES (ANGSTROEM)
1 C -1.02 1.41 -0.51  -0.667
2 C -0.96 -1.24 -0.44  -0.583
3 C 0.29 0.82 -0.41  0.163
4 C 0.27 -0.59 -0.60  0.453
5 C 1.66 1.23 -0.31  -0.768
6 C 1.69 -1.09 -0.55  -0.662
7 C 2.39 0.03 0.26  -0.563
8 C -3.53 -0.11 0.62  -1.085
9 P -2.20 0.04 -0.73  -0.044
10 H -1.18 2.45 -0.46  0.495
11 H -1.12 -2.33 -0.64  0.340
12 H 2.09 1.42 -1.30  0.243
13 H 1.98 2.04 0.26  0.402
14 H 1.76 -2.05 -0.08  0.361
15 H 2.05 -0.99 -1.65  0.220
16 H 3.46 0.08 0.11  0.351
17 H 1.96 -0.03 1.34  0.276
18 H -3.97 0.83 0.76  0.377
19 H -3.04 -0.31 1.50  0.354
20 H -4.02 -1.02 0.41  0.337

Calculated values
molecular weight = 138.15 g mol⁻¹
spin multiplicity = 1
ΔE to the lowest compared entry with this formula, charge and spin = 0.426 eV
SMILES = Cp1cc2c(c1)CCC2
HOMO-LUMO gap = 8.49 eV
HOMO energy = -8.0722 eV

=====

# 8
C8H12 | ωB97M-V/def2-TZVPD

Last column: Mulliken charge in e.
CARTESIAN COORDINATES (ANGSTROEM)
1 C 2.52 1.73 0.53  -1.073
2 C 1.17 1.00 0.91  -0.507
3 C 1.01 -0.35 0.12  0.729
4 C 2.03 -1.34 -0.02  -0.988
5 C -1.47 -0.23 -0.02  -0.154
6 C -0.22 -0.66 -0.50  -0.301
7 C -3.90 -0.57 -0.39  -0.793
8 C -2.59 -0.82 -0.62  -0.089
9 H 2.49 1.91 -0.61  0.281
10 H 3.33 1.04 0.63  0.358
11 H 2.59 2.70 1.13  0.297
12 H 0.95 0.58 1.86  0.403
13 H 0.34 1.63 0.49  0.214
14 H 1.86 -1.96 -0.88  0.235
15 H 2.91 -1.62 0.50  0.339
16 H -1.53 0.83 0.26  0.191
17 H -0.20 -1.32 -1.39  0.243
18 H -4.71 -1.11 -1.01  0.218
19 H -4.35 0.03 0.45  0.262
20 H -2.26 -1.48 -1.43  0.136

Calculated values
molecular weight = 108.18 g mol⁻¹
spin multiplicity = 1
ΔE to the lowest compared entry with this formula, charge and spin = 2.870 eV
SMILES = C=C/C=C/C(=C)CC
HOMO-LUMO gap = 7.68 eV
HOMO energy = -7.6408 eV

=====

# 9
C8H12 | ωB97M-V/def2-TZVPD

Last column: Mulliken charge in e.
CARTESIAN COORDINATES (ANGSTROEM)
1 C -1.15 -1.67 0.07  -1.259
2 C -0.96 -0.20 -0.31  0.752
3 C -2.28 0.45 -0.48  -1.325
4 C 0.27 0.32 0.15  0.357
5 C 0.45 1.82 0.12  -1.224
6 C 1.25 -0.21 0.86  -0.505
7 C 2.44 -0.34 -0.05  -0.425
8 C 3.31 -0.51 -0.87  -0.074
9 H -0.14 -2.20 -0.17  0.316
10 H -2.11 -2.20 -0.55  0.353
11 H -1.14 -1.85 1.34  0.179
12 H -3.07 -0.34 -0.12  0.267
13 H -2.52 1.42 -0.23  0.497
14 H -2.46 0.34 -1.66  0.283
15 H 0.62 2.04 1.19  0.338
16 H -0.56 2.26 -0.20  0.240
17 H 1.34 2.00 -0.58  0.284
18 H 1.49 0.46 1.74  0.274
19 H 1.16 -1.31 1.40  0.287
20 H 4.04 -0.29 -1.64  0.385

Calculated values
molecular weight = 108.18 g mol⁻¹
spin multiplicity = 1
ΔE to the lowest compared entry with this formula, charge and spin = 4.922 eV
SMILES = C#CCC(C)=C(C)C
HOMO-LUMO gap = 9.19 eV
HOMO energy = -8.2733 eV

=====

# 10
C8H12AlBiCl2N2O4 | ωB97M-V/def2-TZVPD

Last column: Mulliken charge in e.
CARTESIAN COORDINATES (ANGSTROEM)
1 Al -0.02 0.21 -7.57  0.706
2 Bi -0.70 -0.14 -1.31  1.380
3 Cl -0.64 -0.35 -5.60  0.151
4 Cl 0.88 -1.71 -2.40  -0.269
5 C -1.27 -2.22 -0.30  0.295
6 C -0.84 0.72 -9.49  0.507
7 C 0.30 -1.73 -8.26  0.491
8 O -0.86 -3.24 0.05  0.011
9 O -1.17 0.94 -10.60  0.077
10 O 0.37 -2.86 -8.52  0.054
11 C 2.61 -0.28 2.20  -0.939
12 N 1.36 0.24 2.74  0.112
13 C 1.44 0.74 4.13  -1.139
14 C 0.31 0.37 1.91  0.852
15 O 0.53 0.12 0.65  -0.591
16 N -0.95 0.65 2.33  0.187
17 C -1.39 0.91 3.70  -1.122
18 C -1.96 0.80 1.29  -1.198
19 H 3.30 -0.31 3.04  0.376
20 H 3.05 0.39 1.43  0.316
21 H 2.51 -1.31 1.81  0.323
22 H 0.87 1.66 4.28  0.409
23 H 1.10 0.00 4.87  0.391
24 H 2.50 0.94 4.34  0.389
25 H -1.24 1.97 3.99  0.376
26 H -2.47 0.73 3.74  0.417
27 H -0.86 0.25 4.38  0.376
28 H -1.65 1.52 0.51  0.424
29 H -2.26 -0.20 0.89  0.214
30 H -2.86 1.20 1.76  0.424

Calculated values
molecular weight = 507.06 g mol⁻¹
spin multiplicity = 1
ΔE to the lowest compared entry with this formula, charge and spin = 0.000 eV
total charge = +4
HOMO-LUMO gap = 2.16 eV
HOMO energy = -19.2472 eV